36
Properties=species:S:1:pos:R:3:forces:R:3 method="wB97M-V/def2-TZVPD" smiles="CCCCOC(=O)Nc1cc(C)c(Cl)cc1OC" e_tot_ev=-33916.9103 max_force_ha_per_bohr=0.362 relative_energy_kj_mol=1099.0
C -6.5066 -0.2886 0.0860 0.8 2.3 -9.4
C -5.1852 0.6163 -0.0021 -3.4 -0.4 -2.9
C -3.8793 -0.0829 -0.0255 -6.6 -6.2 2.0
C -2.7666 0.7073 -0.0251 1.2 -4.6 -3.6
H -2.7854 1.2073 0.7350 -0.1 6.4 8.3
H -2.8657 1.2974 -0.8331 1.1 2.1 -3.3
O -1.7379 -0.1991 0.1681 5.4 2.4 -2.6
C -0.4971 0.6224 -0.1208 0.2 -3.4 3.2
O -0.4415 1.8277 -0.0935 -0.3 -1.8 -0.9
N 0.5829 -0.3439 -0.0075 -5.5 3.1 -0.6
C 1.8585 0.1417 0.0202 -1.1 -9.7 0.3
C 2.3641 1.3092 -0.1006 4.5 0.6 -0.2
C 3.8662 1.2310 -0.1113 -9.3 16.0 1.7
C 4.6766 0.3756 0.0386 5.5 -11.8 -0.7
C 4.1238 -1.0150 -0.1264 -6.3 4.2 1.9
C 2.6925 -1.2161 0.1272 5.1 1.2 -2.5
O 2.1737 -2.5653 0.0539 -5.1 9.4 0.4
C 2.9010 -3.6149 0.0826 12.6 6.2 -0.6
H 2.3466 -4.2915 -0.0624 -7.5 -10.2 -0.9
H 3.5377 -3.5661 1.0127 -0.1 -1.1 -1.1
H 3.5206 -3.6177 -0.9830 -0.3 -0.2 2.6
H 4.6952 -1.7398 0.1570 3.8 -4.7 0.7
Cl 6.3719 0.5795 0.0575 0.7 -0.1 0.3
C 4.3615 2.8416 0.1753 -0.2 -1.7 -7.8
H 3.6330 3.7073 -0.2405 1.5 -2.2 1.9
H 5.1349 2.9609 0.8704 0.4 0.5 1.5
H 5.0618 2.7535 -0.8794 -1.3 1.0 2.6
H 1.8417 2.2232 -0.0302 -0.3 0.6 -0.3
H 0.2039 -1.3111 0.1132 1.4 1.2 -0.2
H -3.9626 -0.8544 0.9546 0.7 1.8 -2.5
H -3.9857 -0.7046 -0.9305 0.6 -0.3 0.4
H -5.3980 1.2447 0.7563 0.3 2.3 3.2
H -5.3355 1.3100 -0.8595 0.4 -0.6 0.0
H -7.4958 0.1691 -0.0209 0.5 1.0 0.2
H -6.5898 -0.9917 -0.8766 0.6 0.8 2.3
H -6.5153 -0.7229 0.9204 0.1 -4.2 6.5